# C17H15ClN4O3S

A single C17H15ClN4O3S molecule at a distorted geometry (ωB97M-V with the def2-TZVPD basis set, the OMol25 dataset).

For the strongest force on any atom, the calculation gives 2.06 eV/A. As for the spin multiplicity: 1. The energy above the lowest of the compared OMol25 structures with the same formula, charge and spin is 0.000 eV. Its structure (SMILES) is C/C(=N\N=C1\NC(=O)[C@H](CC(=O)Nc2ccc(Cl)cc2)S1)c1ccco1. As for the HOMO-LUMO gap: 0.3159 Ha.

Last column: Mulliken charge in e.
Atoms and positions in Å:
C -0.550 1.171 -4.031  -1.3242
C -2.050 1.152 -3.948  0.5304
N -2.752 1.902 -3.189  -0.1405
N -2.283 2.852 -2.411  -0.7332
C -1.717 2.714 -1.295  0.4529
N -1.403 3.799 -0.501  -0.0582
C -0.832 3.599 0.713  -0.1239
O -0.465 4.476 1.455  -0.6305
C -0.688 2.115 1.013  0.2571
C 0.744 1.768 1.403  -1.1143
C 0.796 0.427 2.135  0.6759
O -0.189 -0.108 2.585  -0.6467
N 2.065 -0.059 2.227  -0.0655
C 2.509 -1.236 2.839  0.4565
C 1.645 -2.155 3.429  -0.3007
C 2.148 -3.302 4.013  -0.7236
C 3.513 -3.539 4.012  0.3254
Cl 4.139 -4.974 4.745  -0.2166
C 4.384 -2.633 3.428  -0.6578
C 3.880 -1.488 2.844  -0.4833
S -1.247 1.204 -0.462  -0.1473
C -2.761 0.218 -4.786  0.3022
C -4.107 -0.039 -4.906  -0.3072
C -4.229 -1.062 -5.867  -0.4746
C -2.958 -1.358 -6.262  -0.4468
O -2.067 -0.593 -5.619  -0.3594
H -0.169 2.143 -3.723  0.3896
H -0.223 0.952 -5.044  0.4180
H -0.144 0.410 -3.364  0.3046
H -1.601 4.731 -0.839  0.2924
H -1.348 1.840 1.843  0.4911
H 1.384 1.745 0.518  0.3807
H 1.107 2.548 2.080  0.4162
H 2.803 0.505 1.828  0.2067
H 0.585 -1.968 3.428  0.5016
H 1.478 -4.012 4.470  0.3996
H 5.446 -2.823 3.430  0.4028
H 4.559 -0.780 2.388  0.3196
H -4.888 0.454 -4.367  0.5322
H -5.133 -1.517 -6.216  0.4464
H -2.575 -2.069 -6.968  0.4523

Forces on atoms 1 to 6 (eV/Å):
-0.084 0.152 0.013
0.862 0.632 0.442
-1.099 -1.641 -0.581
0.952 1.685 0.553
-0.150 -1.103 -0.159
-0.079 0.581 -0.266

---

# C17H15CuF6N4O4S2

A molecular structure, C17H15CuF6N4O4S2 at a distorted geometry (ωB97M-V with the def2-TZVPD basis set, the OMol25 dataset).

For the strongest force on any atom, the calculation gives 3.74 eV/A. As for the spin multiplicity: 1. As for the HOMO-LUMO gap: 0.3295 Ha.

Last column: Mulliken charge in e.
Atoms and positions in Å:
Cu 17.929 -25.109 -6.569  0.3663
C 15.634 -27.906 -5.099  0.6221
F 16.500 -27.253 -4.308  -0.1865
F 16.155 -28.990 -5.657  -0.2121
F 14.574 -28.268 -4.355  -0.2268
S 14.993 -26.624 -6.363  0.9492
O 13.856 -27.197 -7.015  -0.6089
O 14.821 -25.452 -5.542  -0.6439
N 16.330 -26.347 -7.399  0.0249
S 16.057 -26.926 -8.831  0.8855
O 15.825 -28.365 -8.866  -0.6493
O 15.197 -26.130 -9.671  -0.6395
C 17.759 -26.792 -9.617  0.6340
F 17.661 -27.050 -10.920  -0.2134
F 18.249 -25.545 -9.470  -0.2038
F 18.585 -27.683 -9.054  -0.2271
N 18.956 -26.638 -4.932  0.4367
C 19.076 -27.899 -5.322  -0.2223
C 19.235 -28.984 -4.468  -0.8554
C 19.351 -28.689 -3.118  -0.1648
C 19.256 -27.372 -2.694  -0.7508
C 19.115 -26.365 -3.629  -0.2446
H 18.914 -28.111 -6.376  0.2652
H 19.189 -29.991 -4.854  0.4558
H 19.497 -29.441 -2.352  0.3737
H 19.447 -27.134 -1.656  0.4428
H 19.252 -25.318 -3.391  0.3649
N 20.379 -25.013 -7.059  0.4400
C 21.179 -24.203 -6.358  -0.2455
C 22.504 -23.966 -6.646  -0.8712
C 23.013 -24.589 -7.774  -0.0540
C 22.254 -25.524 -8.481  -0.9386
C 20.952 -25.689 -8.084  -0.2323
H 20.644 -23.706 -5.555  0.4245
H 23.135 -23.256 -6.132  0.3816
H 24.015 -24.365 -8.118  0.3688
H 22.813 -25.960 -9.297  0.4168
H 20.309 -26.434 -8.528  0.3544
N 17.312 -23.140 -7.929  0.2111
C 16.022 -23.179 -8.263  0.2572
C 15.304 -22.040 -8.598  -1.1319
C 15.935 -20.808 -8.579  -0.1432
C 17.308 -20.772 -8.334  -0.7482
C 17.935 -21.966 -7.983  -0.1661
H 15.474 -24.108 -8.356  0.3032
H 14.248 -22.150 -8.803  0.4073
H 15.411 -19.879 -8.758  0.3939
H 17.830 -19.827 -8.317  0.3921
H 19.008 -21.981 -7.831  0.4079

Forces on atoms 1 to 6 (eV/Å):
0.460 -0.264 -0.515
-1.024 0.875 -0.317
-0.384 -0.887 -0.250
0.202 0.444 0.304
0.563 0.079 -0.305
0.882 0.633 0.077

---

# C17H15IrN2O5S3Sb

A molecular structure, C17H15IrN2O5S3Sb at a distorted geometry (ωB97M-V with the def2-TZVPD basis set, the OMol25 dataset).

Its charge is -1. For the strongest force on any atom, the calculation gives 1.34 eV/A. As for the spin multiplicity: 1. The energy above the lowest of the compared OMol25 structures with the same formula, charge and spin is 0.000 eV. As for the HOMO-LUMO gap: 0.2477 Ha.

Last column: Mulliken charge in e.
Atoms and positions in Å:
Ir 0.239 -0.748 -0.867  1.7696
C 2.605 -0.972 -4.335  -0.5597
O 2.718 0.427 -4.625  -0.5163
C 2.712 1.295 -3.571  0.2771
C 3.559 2.376 -3.652  -0.4586
C 3.652 3.313 -2.618  -0.6250
C 2.900 3.123 -1.485  -0.9149
C 2.018 2.036 -1.374  0.6571
C 1.208 1.966 -0.177  -0.3970
N 0.445 0.995 0.144  0.2302
N -0.423 1.188 1.224  -0.8891
C -1.513 0.509 0.978  0.6322
O -1.763 -0.173 -0.081  -1.0266
C -2.575 0.529 2.031  0.2728
C -2.534 1.427 3.094  -0.2937
C -3.539 1.420 4.049  -0.5816
C -4.591 0.516 3.952  -0.3574
C -4.627 -0.388 2.900  -0.6532
C -3.625 -0.378 1.940  -0.3551
C 1.839 1.135 -2.454  0.6382
O 0.924 0.206 -2.527  -0.6635
H 3.092 -1.481 -5.167  0.2810
H 1.567 -1.281 -4.256  0.1830
H 3.112 -1.221 -3.401  0.2573
H 4.170 2.466 -4.543  0.4105
H 4.320 4.161 -2.707  0.3617
H 2.978 3.810 -0.649  0.3418
H 1.190 2.831 0.483  0.3619
H -1.704 2.117 3.157  0.4576
H -3.507 2.125 4.871  0.3727
H -5.379 0.520 4.695  0.3732
H -5.442 -1.099 2.825  0.3829
H -3.631 -1.074 1.110  0.4520
S 2.387 -3.509 -0.443  -0.3667
Sb 0.243 -4.294 -1.131  0.5705
S 2.431 -1.423 -0.497  -0.3165
S -0.348 -2.500 -2.393  -0.5759
C -0.881 -2.877 2.853  -0.9997
C -0.569 -2.804 1.385  1.1143
O 0.049 -1.810 0.982  -0.9115
O -0.875 -3.820 0.652  -0.7500
H 0.050 -2.721 3.396  0.2879
H -1.312 -3.841 3.112  0.3295
H -1.569 -2.074 3.117  0.1968

Forces on atoms 1 to 6 (eV/Å):
1.085 -0.242 0.749
0.080 -0.009 -0.016
-0.195 0.068 -0.047
0.090 -0.006 0.011
0.039 0.000 0.032
-0.022 0.006 -0.024